# 1
ORCA calculation (ωB97M-V/def2-TZVPD) on a 8-piece molecular cluster, C5H26N2O8 overall in a non-equilibrium geometry.

The geometry in XYZ format:
```
41
Properties=species:S:1:pos:R:3:nbo_charge:R:1
O 2.101 -2.800 3.524 -0.945
O -1.271 0.639 3.781 -0.981
O 1.948 2.057 -2.791 -0.947
O 0.929 -1.130 -1.152 -0.697
O 2.142 2.239 1.877 -0.935
O -1.482 1.233 -3.264 -0.924
O 2.716 -1.447 1.153 -0.970
O 2.558 -0.815 -3.566 -0.954
N -1.989 -2.373 -0.741 -0.835
N -0.634 0.281 -0.301 -0.460
C -0.792 -0.676 0.809 -0.235
C -2.676 1.798 -0.038 -0.661
C -1.043 -2.221 0.335 -0.220
C 0.250 -0.110 -1.243 0.518
C -1.162 1.606 0.044 -0.261
H -0.842 2.072 1.011 0.244
H -0.062 -2.659 0.133 0.225
H 2.826 1.990 -2.408 0.475
H -1.600 -0.271 1.409 0.176
H -3.166 2.048 0.972 0.226
H -3.032 0.730 0.002 0.212
H 0.034 -0.720 1.588 0.209
H -0.568 2.369 -0.530 0.238
H 2.458 -0.953 -2.590 0.482
H 2.864 1.831 1.354 0.464
H 1.874 1.505 2.444 0.474
H 2.507 -0.670 0.620 0.479
H -1.176 0.659 4.726 0.497
H -3.202 2.381 -0.721 0.223
H -2.684 -1.660 -0.847 0.352
H 1.402 -2.246 3.175 0.459
H -1.502 -2.328 -1.662 0.355
H -2.066 1.549 -2.561 0.468
H 0.399 0.487 -2.141 0.187
H -1.642 0.285 -3.222 0.464
H -1.979 0.179 3.343 0.487
H 2.811 -2.488 2.912 0.484
H 1.758 -0.314 -3.795 0.467
H 2.468 -2.165 0.481 0.495
H 1.986 2.853 -3.334 0.478
H -1.463 -2.747 1.215 0.184
```

The calculation puts the energy above the lowest of the compared OMol25 structures with the same formula, charge and spin at 346.6 kJ/mol. For the total energy, the calculation gives -24965.436 eV. The value obtained for the orbital gap is 9.6 eV. As for the spin multiplicity: 1. The calculation puts the highest occupied orbital energy at -9.48 eV.


# 2
ORCA calculation (ωB97M-V/def2-TZVPD) on a 2-piece molecular cluster, C3H10N2O overall in a non-equilibrium geometry.

The geometry in XYZ format:
```
16
Properties=species:S:1:pos:R:3:nbo_charge:R:1
O -3.416 0.571 -1.675 -0.939
N 2.065 -0.045 -0.171 -0.901
N -0.449 0.962 -0.904 -0.877
C -0.332 0.113 0.257 -0.041
C 1.085 -1.083 1.879 -0.637
C 0.990 -0.240 0.655 0.075
H -2.635 0.379 -2.220 0.479
H 0.539 1.131 -1.210 0.381
H 2.080 -0.484 -1.123 0.384
H -1.290 -0.068 0.882 0.213
H -1.031 1.796 -0.802 0.384
H -4.095 0.597 -2.283 0.458
H 3.034 0.308 0.031 0.398
H 0.143 -1.392 2.334 0.219
H 1.701 -1.973 1.692 0.202
H 1.610 -0.571 2.657 0.202
```

The calculation puts the energy above the lowest of the compared OMol25 structures with the same formula, charge and spin at 190.9 kJ/mol. For the total energy, the calculation gives -8299.525 eV. The value obtained for the orbital gap is 8.3 eV. As for the spin multiplicity: 1. The calculation puts the highest occupied orbital energy at -7.23 eV.


# 3
ORCA calculation (ωB97M-V/def2-TZVPD) on an isolated molecule of C5H11N.

The geometry in XYZ format:
```
17
Properties=species:S:1:pos:R:3:nbo_charge:R:1
N 0.739 0.152 -0.946 -0.633
C 0.612 -1.288 -0.958 -0.217
C -0.683 -0.359 0.843 -0.411
C -0.046 2.069 0.381 -0.601
C -0.395 0.713 -0.218 -0.055
C 0.177 -1.585 0.471 -0.404
H -0.872 2.425 0.991 0.205
H 0.151 2.813 -0.390 0.204
H 0.848 1.970 1.002 0.211
H 1.039 -1.699 1.130 0.205
H -0.159 -1.661 -1.663 0.152
H 1.558 -1.752 -1.226 0.198
H 0.882 0.592 -1.844 0.365
H -1.726 -0.658 0.892 0.207
H -1.285 0.813 -0.852 0.160
H -0.396 -2.506 0.528 0.205
H -0.443 -0.040 1.860 0.208
```

The calculation puts the energy above the lowest of the compared OMol25 structures with the same formula, charge and spin at 9.2 kJ/mol. For the total energy, the calculation gives -6853.433 eV. The value obtained for the orbital gap is 9.9 eV. As for the spin multiplicity: 1. The calculation puts the highest occupied orbital energy at -8.64 eV.